{"formula": "C5H9NO2S2", "method": "ωB97M-V/def2-TZVPD", "species": ["S", "S", "O", "O", "N", "C", "C", "C", "C", "C", "H", "H", "H", "H", "H", "H", "H", "H", "H"], "xyz": [[0.983, -0.790, 0.683], [-1.551, 0.593, -0.133], [2.388, -1.622, -3.814], [2.394, 0.580, -3.516], [1.770, -0.538, -3.569], [0.064, 0.205, -0.342], [0.451, -0.559, -3.339], [-1.706, 0.952, 1.650], [-0.952, 0.030, 2.590], [0.529, -0.201, 2.345], [-1.070, 0.422, 3.613], [0.560, 0.544, -1.270], [-2.778, 0.806, 1.846], [-1.454, -0.939, 2.606], [1.145, 0.674, 2.566], [-0.087, 0.378, -3.286], [-1.458, 2.006, 1.804], [-0.065, -1.512, -3.432], [0.836, -1.030, 2.999]], "nbo_charge": [0.4484, 0.4377, -0.4960, -0.5201, 0.4010, -0.5114, -0.3876, -0.5269, -0.4306, -0.5333, 0.2342, 0.3094, 0.2469, 0.2215, 0.2345, 0.1845, 0.2354, 0.2046, 0.2477], "gap_ev": 4.38, "homo_ev": -7.08, "e_tot_ev": -32579.6040, "lumo_ev": -2.70, "relative_energy_kcal_mol": 151.2}